Here is one molecule with the formula C18H20N2O3S2 from OMol25. Energies are from ωB97M-V/def2-TZVPD.

Spin multiplicity: 1
Orbital gap (eV): 8.19
HOMO (eV): -7.7
Total charge: 0
Total energy (hartree): -1829.52758

Positions of all 45 atoms, in Å:
C: 4.56 -2.31 -0.15
O: 3.99 -1.27 0.61
C: 4.02 -0.01 0.00
C: 2.82 0.25 -0.93
N: 1.59 0.28 -0.16
C: 0.80 -0.81 0.00
S: 1.18 -2.26 -0.92
C: -0.49 -2.99 -1.06
C: -1.14 -2.31 -2.25
O: -1.21 -2.82 -3.33
C: -1.58 -0.91 -1.95
C: -0.85 0.16 -2.44
C: -1.21 1.46 -2.11
C: -2.34 1.68 -1.34
C: -3.09 0.61 -0.88
C: -2.70 -0.68 -1.17
N: -0.24 -0.86 0.77
C: -0.57 0.26 1.45
C: 0.12 1.42 1.31
C: 1.29 1.51 0.47
O: 1.99 2.48 0.28
S: -0.49 2.75 2.24
C: -1.87 1.72 2.94
C: -3.20 2.36 2.58
C: -1.72 0.29 2.39
H: 5.61 -2.09 -0.38
H: 4.50 -3.20 0.47
H: 4.01 -2.48 -1.08
H: 4.94 0.13 -0.57
H: 3.99 0.73 0.81
H: 2.74 -0.52 -1.70
H: 2.94 1.24 -1.38
H: -1.00 -2.80 -0.11
H: -0.35 -4.06 -1.24
H: 0.02 -0.02 -3.06
H: -0.62 2.29 -2.47
H: -2.63 2.69 -1.09
H: -3.99 0.79 -0.30
H: -3.28 -1.52 -0.80
H: -1.73 1.74 4.02
H: -3.25 3.37 2.97
H: -3.32 2.40 1.50
H: -4.02 1.78 3.00
H: -2.63 -0.02 1.87
H: -1.55 -0.43 3.20

Want to see where the charge sits? The Löwdin charges in e are:
1 C -0.12
2 O -0.19
3 C -0.19
4 C -0.13
5 N 0.02
6 C -0.55
7 S 1.06
8 C -0.33
9 C -0.44
10 O 0.12
11 C -0.19
12 C -0.03
13 C -0.06
14 C -0.08
15 C -0.09
16 C -0.03
17 N 0.12
18 C -0.29
19 C -0.40
20 C -0.44
21 O 0.06
22 S 1.00
23 C -0.56
24 C -0.13
25 C -0.12
26 H 0.09
27 H 0.09
28 H 0.06
29 H 0.13
30 H 0.13
31 H 0.09
32 H 0.13
33 H 0.07
34 H 0.09
35 H 0.12
36 H 0.11
37 H 0.11
38 H 0.10
39 H 0.12
40 H 0.10
41 H 0.07
42 H 0.06
43 H 0.08
44 H 0.11
45 H 0.13